1.
C25H34N2OOs | ωB97M-V with the def2-TZVPD basis set

Output
* charge: +2
* LUMO energy (spin up / spin down): -6.77 / -8.22 eV
* spin multiplicity: 5
* molecular weight: 568.79 g/mol
* ΔE to the lowest compared entry with this formula, charge and spin: 45.4 kJ/mol
* electronic energy: -33952.106 eV
* highest occupied orbital energy (spin up / spin down): -0.5070 / -0.5330 Ha
* Kohn-Sham gap (spin up / spin down): 7.02 / 6.28 eV

Each line ends with the Löwdin charge.
Cartesian coordinates (Å):
C 2.46098 -1.47284 1.91015  -0.19
C 3.50154 -1.96924 0.68019  -0.32
H 3.01498 -0.74456 2.52901  0.08
H 2.38231 -2.41497 2.47496  0.11
H 1.38787 -1.11604 1.95624  0.08
H 4.04324 -1.46160 -0.21130  0.12
H 4.41960 -1.77285 1.26700  0.12
H 3.43037 -3.04546 0.50744  0.08
C 2.65894 1.71247 0.88755  -0.09
C 2.45197 3.07780 1.02940  -0.02
C 1.89579 3.79547 -0.02968  0.00
C 1.56773 3.12871 -1.19696  0.04
H 3.16026 1.09396 1.63678  0.11
H 2.74703 3.54951 1.96176  0.13
H 1.75114 4.87104 0.05592  0.14
H 1.17478 3.63647 -2.07516  0.12
N 2.24449 1.05674 -0.21425  -0.04
C 1.74409 1.74215 -1.27543  -0.20
C 1.46564 0.92900 -2.45103  -0.19
N 1.65520 -0.41003 -2.27755  -0.03
C 1.50623 -1.22851 -3.33746  -0.09
C 0.86827 0.60360 -4.77318  0.01
C 1.10621 -0.76773 -4.58949  0.00
H 1.69634 -2.28324 -3.13279  0.12
H 0.98865 -1.49431 -5.38591  0.13
C 1.06613 1.44840 -3.69318  0.04
H 0.91825 2.52446 -3.76524  0.12
H 0.53952 0.98195 -5.74148  0.14
Os 1.90598 -1.14561 -0.21439  1.51
C 0.94427 -2.82693 -0.48105  -0.29
H 1.58793 -3.72901 -0.44733  0.05
H 0.44949 -2.81450 -1.46865  0.02
H 0.16381 -2.91828 0.29949  0.05
C -3.49850 -2.86313 -1.13164  -0.06
C -2.40712 -1.81222 -0.93620  -0.37
C -2.54452 -0.75724 -2.04007  -0.05
C -2.42439 -1.22989 0.45158  -0.09
C -3.19011 -1.72230 1.49766  0.00
C -3.18899 -1.09792 2.74406  0.00
C -2.46401 0.07434 2.95243  0.00
C -1.67829 0.60457 1.94683  -0.09
C -0.92470 1.91722 2.09602  -0.39
C -1.86148 3.12873 2.11893  -0.04
C -0.04973 1.92769 3.34303  -0.06
C -1.48811 -0.16725 0.74364  -0.28
O -0.46854 0.03654 0.00206  -0.06
H -4.48556 -2.41802 -0.95000  0.10
H -3.36377 -3.70545 -0.44661  0.08
H -3.47800 -3.23507 -2.16108  0.09
H -1.42483 -2.29986 -1.06471  0.10
H -3.46556 -0.17739 -1.89175  0.10
H -1.69419 -0.06862 -2.04343  0.06
H -2.61081 -1.25457 -3.01372  0.09
H -3.83076 -2.58926 1.32850  0.12
H -3.79299 -1.50931 3.55254  0.13
H -2.51713 0.61174 3.90132  0.13
H -0.27870 2.00725 1.21566  0.10
H -2.47529 3.09851 3.03049  0.09
H -1.27721 4.05776 2.10861  0.09
H -2.51260 3.11630 1.23771  0.09
H 0.65577 1.08975 3.33302  0.07
H 0.53006 2.85635 3.40841  0.08
H -0.68896 1.84474 4.23231  0.09

=====

2.
C25H35BeBr2Cl4F7N4O7S2 | ωB97M-V with the def2-TZVPD basis set

Output
* LUMO energy: -4.89 eV
* molecular weight: 1011.33 g/mol
* electronic energy: -278041.029 eV
* highest occupied orbital energy: -0.2315 Ha
* Kohn-Sham gap: 1.41 eV

Each line ends with the Löwdin charge.
Cartesian coordinates (Å):
C -3.86938 2.82249 -5.46178  -0.14
C -3.33585 2.05621 -4.16885  -0.23
C -1.77886 1.98031 -4.25454  -0.46
Br -0.87473 3.69792 -4.83604  0.76
C -1.03742 1.29451 -3.04705  -0.38
C 0.47277 1.39653 -3.46100  -0.24
N 1.58321 1.61131 -3.66156  0.22
C -1.25706 -0.27389 -3.17641  -0.10
C -2.47695 -0.87347 -2.46891  -0.38
C -3.80340 -1.34079 -3.17626  -0.03
N -2.41287 -1.07768 -1.20563  0.12
C -1.18097 1.87809 -1.62528  -0.31
C -2.61479 1.91313 -1.05001  -0.21
N -3.74761 1.89834 -0.86168  0.21
S -0.49527 3.51148 -1.19664  0.74
O 0.87330 3.78315 -1.59863  -0.28
O -0.47808 3.50468 0.27490  -0.32
C -1.54818 4.98689 -1.65986  -0.43
F -2.68589 4.68656 -2.34440  0.09
F -0.73384 5.79613 -2.40856  0.07
C -1.99077 5.87905 -0.44071  -0.33
F -2.79730 5.15255 0.38552  0.13
F -0.90319 6.34799 0.22434  0.15
C -2.84168 7.15663 -0.84062  -0.47
F -2.92331 7.42041 -2.14976  0.17
F -2.29353 8.25571 -0.25331  0.15
F -4.09765 7.08560 -0.33420  0.16
H -3.86260 3.90337 -5.19389  0.07
H -3.21547 2.61900 -6.32833  0.00
H -4.92908 2.54256 -5.64153  0.08
H -3.73956 2.63093 -3.31523  0.08
H -3.85137 1.07526 -4.19695  0.10
H -1.57190 1.31615 -5.13104  0.12
H -0.34517 -0.73994 -2.72773  0.08
H -1.25164 -0.60276 -4.24045  0.14
H -3.59780 -1.40482 -4.27812  0.08
H -4.05867 -2.37003 -2.85770  0.08
H -4.61277 -0.59683 -3.03733  0.07
H -3.30178 -1.49581 -0.90855  0.07
H -0.62971 1.12328 -0.90501  -0.03
C 2.34731 1.76759 2.59946  -1.49
Cl 1.53350 0.22694 2.29558  0.48
Cl 3.87947 1.48920 3.43308  0.57
Cl 2.61092 2.64473 1.09330  0.57
H 1.71281 2.37047 3.23955  0.02
Be 0.20149 -0.42560 -0.13915  0.58
O -0.26214 -3.41100 -2.67237  0.09
C -0.68044 -4.33983 -2.04572  -0.49
O -2.00418 -4.54099 -1.79614  0.00
C -2.16841 -5.67826 -0.93255  -0.16
C -0.90670 -6.49802 -1.10797  -0.14
C 0.14251 -5.42027 -1.38554  -0.34
H -2.29356 -5.32086 0.09292  0.13
H -3.06060 -6.23136 -1.22416  0.12
H -0.67761 -7.12544 -0.24699  0.12
H -1.00328 -7.14889 -1.98161  0.12
H 0.58351 -5.02024 -0.43937  -0.02
H 0.91252 -5.78671 -2.05089  0.06
C 6.77227 -1.70920 0.04041  -0.01
C 5.82757 -2.78562 0.51384  -0.56
O 5.61380 -3.79149 -0.14079  0.01
N 5.21083 -2.60301 1.71195  0.02
C 5.34338 -1.48492 2.62600  -0.10
H 7.18495 -1.99508 -0.92382  0.08
H 6.23916 -0.76403 -0.07702  0.08
H 7.59468 -1.59060 0.74820  0.08
H 4.59216 -3.35821 1.96495  0.14
H 5.70294 -1.86609 3.58530  0.08
H 4.36151 -1.03726 2.76850  0.01
H 6.03303 -0.73206 2.25608  0.07
C 0.19378 -0.48934 7.39752  -0.22
C 1.70762 -0.51420 7.63473  -0.21
C 2.26742 -1.73697 6.90021  -0.22
S 1.16073 -2.04419 5.52290  0.66
O 0.50520 -3.31071 5.73193  -0.31
O 1.83595 -1.72610 4.28822  -0.41
C 0.00414 -0.73661 5.90508  -0.23
H -0.24869 0.45816 7.70520  0.12
H -0.28312 -1.28758 7.97230  0.12
H 2.15460 0.39649 7.22728  0.12
H 1.94922 -0.54956 8.69720  0.11
H 3.27116 -1.55550 6.52045  0.10
H 2.26559 -2.62164 7.53593  0.11
H -1.00541 -1.04866 5.64486  0.11
H 0.28881 0.14012 5.32137  0.09
Cl 2.24050 -4.50784 -0.94625  0.24
Br -1.30353 4.26941 -7.21269  0.13

=====

3.
C25H35Br51FN2 | ωB97M-V with the def2-TZVPD basis set

Output
* charge: +1
* LUMO energy: -2.93 eV
* molecular weight: 4457.67 g/mol
* electronic energy: -3604346.349 eV
* highest occupied orbital energy: -0.4126 Ha
* Kohn-Sham gap: 8.30 eV

Each line ends with the Löwdin charge.
Cartesian coordinates (Å):
C 5.74517 2.32051 -1.49178  -0.03
C 5.30534 1.00742 -2.14466  -0.32
F 5.98576 0.92435 -3.41953  -0.07
C 3.79931 0.92031 -2.45990  -0.09
C 2.92813 0.12965 -1.44275  -0.50
N 3.52610 -1.21542 -1.25747  0.09
C 1.49856 0.02293 -2.04251  -0.11
C 0.53521 1.16996 -1.68728  -0.13
N 1.21939 2.42612 -1.22394  0.08
C 2.24281 2.23399 -0.12101  -0.08
C 2.77162 0.79756 -0.06076  -0.10
H 5.74634 2.21679 -0.39871  0.08
H 5.08811 3.15796 -1.77943  0.08
H 6.77800 2.53808 -1.80233  0.09
H 5.61987 0.12244 -1.56775  0.14
H 3.41293 1.93485 -2.66542  0.11
H 3.72324 0.37139 -3.41562  0.09
H 3.04040 -1.86464 -1.88961  -0.01
H 3.30292 -1.53324 -0.30546  0.09
H 1.04414 -0.92690 -1.70942  0.09
H 1.60027 -0.04679 -3.13751  0.12
H -0.23053 0.82635 -0.97637  0.04
H -0.02628 1.43762 -2.60051  0.08
H 0.48817 3.05439 -0.85114  0.17
H 1.64605 2.93436 -2.00731  0.17
H 1.77493 2.49686 0.84045  0.14
H 3.07059 2.94435 -0.26428  0.13
H 3.70033 0.75443 0.53224  0.14
H 2.02718 0.19260 0.49464  0.13
C 3.07421 7.60381 3.17369  -1.60
Br 1.94338 7.06125 1.70206  0.51
Br 3.07923 6.25373 4.54385  0.52
Br 4.84805 8.03505 2.58342  0.61
H 2.64915 8.50563 3.59636  -0.02
C -2.05729 2.57368 4.04426  -1.61
Br -2.48840 1.75610 2.34676  0.52
Br -2.16616 1.29450 5.47095  0.63
Br -0.39481 3.53361 4.09780  0.55
H -2.82735 3.31576 4.21823  -0.02
C -2.36201 7.01068 1.51845  -1.64
Br -2.09840 7.33466 3.39087  0.57
Br -1.86805 5.20222 1.05626  0.46
Br -4.14954 7.40759 0.95760  0.62
H -1.69368 7.66842 0.97466  -0.12
C 1.05844 2.75472 7.71128  -1.60
Br 2.02862 1.13862 8.09670  0.59
Br 0.57710 3.70873 9.30443  0.59
Br 2.03463 3.88294 6.49676  0.42
H 0.14008 2.46714 7.21138  -0.08
C 2.95124 -5.16336 -1.97210  -1.60
Br 1.79825 -5.78048 -0.56412  0.60
Br 3.72833 -6.61112 -2.95286  0.60
Br 2.03409 -3.93018 -3.14530  0.61
H 3.75799 -4.60699 -1.51101  -0.03
C -3.00262 -2.14329 0.46537  -1.63
Br -1.33401 -1.22572 0.17935  0.58
Br -3.06276 -3.05996 2.14623  0.63
Br -4.44938 -0.90832 0.25069  0.56
H -3.08301 -2.89253 -0.31298  -0.06
C -5.60685 -5.91347 1.35925  -1.64
Br -5.61847 -7.82898 1.28968  0.61
Br -5.14594 -5.13999 -0.34088  0.59
Br -7.27076 -5.20931 2.01885  0.61
H -4.83658 -5.61790 2.06073  -0.06
C 3.48750 -3.24551 -6.65632  -1.68
Br 4.01373 -1.85792 -5.42841  0.56
Br 2.32512 -2.56712 -8.02851  0.58
Br 5.00907 -4.15520 -7.38489  0.60
H 2.92299 -3.97622 -6.08933  -0.11
C 0.10707 -6.04612 -5.75984  -1.63
Br -1.57100 -5.98683 -6.69458  0.60
Br 0.05919 -7.28370 -4.29026  0.56
Br 1.57080 -6.40777 -6.96081  0.59
H 0.27484 -5.06191 -5.34080  -0.07
C 0.41719 8.00458 8.51343  -1.63
Br -0.60183 7.64355 10.10162  0.58
Br 2.15784 7.20033 8.59857  0.55
Br -0.54004 7.44761 6.93315  0.54
H 0.55259 9.07656 8.45246  -0.03
C -3.30710 1.56250 -3.29266  -1.59
Br -2.93693 -0.31142 -3.09936  0.57
Br -3.39044 2.45050 -1.58524  0.56
Br -2.03273 2.41810 -4.45737  0.63
H -4.28274 1.65497 -3.75503  -0.03
C -3.74187 0.58728 -7.44946  -1.67
Br -5.27634 -0.09863 -6.50725  0.57
Br -2.74581 -0.82485 -8.29045  0.58
Br -4.23465 1.96012 -8.69842  0.59
H -3.09145 1.04162 -6.71393  -0.11
C 5.92582 2.32498 6.06336  -1.64
Br 5.61242 3.60479 7.45295  0.57
Br 5.09233 2.88244 4.41552  0.51
Br 7.79507 1.96679 5.81833  0.59
H 5.45069 1.39930 6.36255  -0.03
C 0.24013 8.87388 -1.61930  -1.60
Br 0.26271 6.95460 -1.34930  0.50
Br -0.19278 9.81591 -0.00125  0.62
Br 1.88500 9.48827 -2.38491  0.61
H -0.55196 9.07306 -2.32972  -0.02
C -10.68749 -5.60247 3.78191  -1.67
Br -10.31398 -5.54272 5.66591  0.56
Br -10.80276 -7.41242 3.14576  0.57
Br -12.25110 -4.57999 3.32890  0.58
H -9.84847 -5.14203 3.27776  -0.10
C 2.35063 -10.33383 -6.83300  -1.65
Br 1.65506 -12.08196 -6.44697  0.59
Br 2.91569 -9.42828 -5.23286  0.50
Br 3.75646 -10.39292 -8.14227  0.58
H 1.54231 -9.75014 -7.25627  -0.04
C -6.57384 -8.42071 5.11559  -1.66
Br -7.38654 -7.97536 6.79785  0.57
Br -4.67181 -8.66370 5.28561  0.56
Br -7.41734 -9.94451 4.30447  0.56
H -6.72949 -7.58151 4.44801  -0.06